1.
This record from the Open Molecules 2025 dataset describes a structure of composition C23H26Cl4N7NdO4PS2 at a distorted geometry. The level of theory is ωB97M-V/def2-TZVPD.

The gap between HOMO and LUMO (spin up / spin down) is 6.7019 / 6.7162 eV. Its spin multiplicity is 4. The expectation value of S² is 3.753. As for the molecular weight: 845.666 g/mol. As for the HOMO energy (spin up / spin down): -4.45 / -4.46 eV. The net charge is -1.

Structure (XYZ):
```
68
Properties=species:S:1:pos:R:3:forces:R:3:mulliken_spin:R:1
Nd -0.68500 0.53020 -0.56540 1.71 -0.09 -0.14 3.01
C 0.17950 4.98720 2.68440 -0.04 0.11 -0.01 0.00
C 1.20650 4.36460 1.82590 0.26 0.15 0.05 0.00
N 2.33290 4.89100 1.46600 -0.25 0.72 0.43 0.00
N 2.93340 3.96480 0.67610 -0.81 -0.66 0.02 0.00
C 2.17720 2.85010 0.52720 0.18 -0.08 0.11 0.00
S 2.51800 1.46480 -0.28930 0.32 -0.47 -0.39 0.00
N 1.06030 3.10970 1.29100 0.66 0.44 -0.27 0.00
N 0.03080 2.21410 1.44730 -0.69 0.14 0.11 0.00
H 0.54870 5.93370 3.06300 0.06 0.08 0.00 0.00
H -0.06900 4.34000 3.52340 -0.06 -0.05 0.03 0.00
H -0.72520 5.16730 2.10440 -0.09 -0.01 0.04 0.00
H 3.81340 4.16000 0.22980 -0.14 -0.14 0.00 0.00
H -0.89960 2.55850 1.16500 0.56 0.10 0.33 0.00
H -0.01570 1.81100 2.38550 0.12 0.05 -0.36 0.00
C -4.35560 0.06910 1.04720 0.41 0.16 -0.07 0.00
C -2.83040 -0.06060 0.92970 -1.04 -1.24 0.09 0.00
O -2.27040 1.13690 0.60610 -1.78 1.73 1.56 0.00
C -2.16180 -0.66000 2.16710 0.07 0.19 -0.01 -0.01
C -2.90410 -0.92140 3.31010 0.12 0.00 0.05 0.00
C -2.32430 -1.34640 4.49590 -0.16 -0.09 0.21 0.00
C -0.95360 -1.50000 4.56430 -0.12 -0.05 0.15 0.00
C -0.18840 -1.26710 3.44090 0.27 0.09 -0.15 0.00
C -0.75110 -0.86950 2.21880 0.04 -0.11 0.05 0.00
O 0.06520 -0.72560 1.17230 -0.62 0.08 0.91 0.00
H -4.71040 0.49240 0.10810 0.01 -0.04 0.04 0.00
H -4.61240 0.75100 1.86010 -0.07 0.05 0.10 0.00
H -4.81420 -0.90550 1.19130 -0.11 -0.03 0.06 0.00
H -3.97250 -0.77900 3.29350 -0.11 0.03 -0.06 0.00
H -2.94910 -1.54460 5.35780 0.00 0.02 0.04 0.00
H -0.48240 -1.80160 5.49000 0.06 -0.04 0.07 0.00
H 0.88600 -1.38520 3.46870 0.06 -0.01 0.01 0.00
Cl 1.55630 4.17160 -6.14370 0.01 0.08 -0.07 0.00
C 1.16630 2.87930 -5.06210 0.16 -0.16 -0.18 0.00
C 1.46800 1.57710 -5.40800 0.07 0.25 -0.05 0.00
Cl 2.24400 1.22630 -6.91280 0.04 -0.12 -0.06 0.00
C 1.14300 0.55960 -4.51090 -0.10 0.10 0.09 0.00
Cl 1.58150 -1.08590 -4.86120 0.04 -0.22 -0.22 0.00
C 0.48410 0.78650 -3.30850 0.19 0.41 -0.53 0.00
O 0.13070 -0.19770 -2.52740 0.41 -0.45 -1.18 0.00
C 0.22660 2.15480 -2.90910 0.50 -0.11 -0.86 0.00
O -0.27830 2.39870 -1.74390 -0.20 0.81 -0.33 -0.01
C 0.57710 3.15060 -3.82690 -0.12 0.01 0.24 0.00
Cl 0.27800 4.79180 -3.37280 -0.08 0.15 0.17 0.00
C 2.29500 -3.82370 -2.07200 0.45 -0.38 -0.18 0.00
N 1.35020 -2.67200 -1.95270 -0.09 0.31 -0.47 0.00
C -0.06050 -3.22900 -1.87240 -0.75 0.29 -0.08 0.00
N -0.19160 -4.17330 -0.82490 -0.22 -0.43 -0.18 0.00
C 0.76930 -5.24260 -0.95950 -0.01 -0.11 -0.07 0.00
N 2.13890 -4.74860 -0.99270 0.01 -0.29 -0.32 0.00
C 2.49090 -4.17210 0.30420 -0.04 0.40 0.45 0.00
P 1.42530 -2.67080 0.88760 0.74 -1.01 -0.60 0.00
C 1.71570 -1.85900 -0.77760 -0.21 0.74 1.15 0.01
C -0.17990 -3.54880 0.48330 0.06 0.42 0.61 0.00
H 3.31820 -3.43710 -2.07500 -0.15 0.09 -0.07 0.00
H 2.09570 -4.33100 -3.01990 -0.07 0.12 0.02 0.00
H 1.35520 -2.03200 -2.77920 0.04 -0.27 0.33 0.00
H -0.26030 -3.70680 -2.83830 0.12 0.16 0.04 0.00
H -0.75750 -2.38610 -1.70740 0.41 -0.35 -0.19 0.00
H 0.56760 -5.79280 -1.88380 0.01 0.03 -0.03 0.00
H 0.66890 -5.92730 -0.11350 -0.02 0.05 -0.09 0.00
H 3.54060 -3.86140 0.25790 -0.02 0.02 0.09 0.00
H 2.42280 -4.97530 1.04520 0.04 0.07 0.01 0.00
H 2.77830 -1.59120 -0.84790 -0.21 -0.05 -0.12 0.00
H 1.14290 -0.92710 -0.81350 0.81 -0.81 -0.23 0.00
H -1.01520 -2.83740 0.53040 0.21 -0.17 0.06 0.00
H -0.33490 -4.31880 1.24370 -0.02 0.01 0.00 0.00
S -2.59630 -1.28610 -0.50780 -0.87 -0.59 -0.21 -0.01
```
Positions in Å, forces in eV/Å.

2.
This record from the Open Molecules 2025 dataset describes an isolated molecule of C23H26ClN3O3. The level of theory is ωB97M-V/def2-TZVPD.

For the relative energy (zero: lowest compared OMol25 entry of this formula, charge and spin), the calculation gives 1.599 eV. The gap between HOMO and LUMO is 8.2093 eV. As for the molecular weight: 427.932 g/mol. As for the HOMO energy: -8.45 eV. The net charge is 0.

Structure (XYZ):
```
56
Properties=species:S:1:pos:R:3:forces:R:3:nbo_charge:R:1
C -2.79236 -4.25480 1.39966 0.11 0.07 -0.30 -0.61
H -3.85355 -4.46368 1.50310 -0.14 -0.05 0.06 0.20
H -2.47092 -3.65799 2.24894 0.03 0.05 0.11 0.21
H -2.25483 -5.19987 1.40983 0.00 -0.14 0.04 0.21
C -2.49570 -3.50907 0.10282 0.01 -0.13 0.17 -0.20
N -3.07618 -2.17777 0.10718 0.19 -0.04 -0.13 -0.46
C -2.45673 -1.27733 -0.84494 -0.07 0.23 0.11 -0.21
C -2.68994 0.18390 -0.45642 0.28 -0.13 -0.29 -0.41
H -2.40742 0.31718 0.58932 -0.06 0.00 0.08 0.20
C -1.89584 1.14085 -1.34970 -0.40 -0.04 -0.06 -0.23
N -0.47249 0.91885 -1.28014 0.14 0.07 0.17 -0.42
C 0.22052 0.26342 -2.24452 -0.33 -0.04 -0.54 0.59
O -0.22743 -0.09247 -3.31006 0.15 -0.13 0.00 -0.58
C 1.64611 0.07422 -1.72222 0.73 -0.28 0.08 0.46
O 2.52942 -0.49022 -2.32880 -0.50 0.11 -0.15 -0.51
C 1.66559 0.66182 -0.39392 -0.11 0.18 0.36 -0.29
C 2.65344 0.60765 0.53963 -0.20 -0.02 -0.22 0.47
C 3.95634 -0.04237 0.31446 0.25 0.03 0.13 -0.14
C 4.73294 0.24206 -0.80479 -0.08 -0.02 0.21 -0.07
C 5.96230 -0.36530 -0.97110 0.10 -0.06 0.04 -0.26
C 6.41851 -1.26064 -0.01548 -0.30 0.17 0.04 -0.01
C 5.66554 -1.53987 1.11477 0.10 -0.06 -0.05 -0.24
C 4.44180 -0.92184 1.27960 -0.10 0.11 -0.13 -0.16
H 3.84691 -1.12744 2.15599 -0.03 -0.02 0.10 0.23
H 6.03606 -2.23162 1.85479 0.05 -0.06 0.04 0.23
Cl 7.94959 -2.02684 -0.22750 0.22 -0.11 -0.03 0.01
H 6.56459 -0.14859 -1.83888 0.07 0.01 -0.06 0.23
H 4.38330 0.94650 -1.54104 -0.05 0.02 -0.07 0.22
O 2.51787 1.09300 1.77541 0.09 -0.21 -0.05 -0.67
H 1.72847 1.68156 1.86225 0.01 0.06 -0.04 0.52
C 0.29680 1.25808 -0.11342 0.25 -0.03 0.23 -0.08
C 0.42226 2.75018 0.10649 -0.22 0.08 -0.17 0.23
N 0.74946 3.10051 1.34748 -0.12 -0.39 0.03 -0.49
C 0.91085 4.38282 1.62983 0.06 0.38 0.07 0.06
C 0.74599 5.38653 0.69009 -0.01 -0.07 -0.03 -0.26
C 0.42406 5.02189 -0.60879 0.03 -0.11 0.08 -0.14
C 0.26330 3.67991 -0.91259 0.03 0.06 0.14 -0.26
H 0.02841 3.35620 -1.91428 -0.06 -0.05 -0.09 0.24
H 0.30335 5.77182 -1.37628 -0.01 0.06 -0.05 0.22
H 0.87650 6.42109 0.96351 0.02 0.08 0.05 0.23
H 1.18363 4.60146 2.65314 0.03 0.13 0.05 0.20
H -0.15063 0.81416 0.78924 0.06 0.11 -0.07 0.22
H -2.17505 0.98518 -2.39537 0.01 0.13 0.08 0.24
H -2.11409 2.17638 -1.06743 0.02 -0.06 -0.10 0.20
H -3.74623 0.43598 -0.55083 -0.07 0.06 0.06 0.21
H -2.81279 -1.44150 -1.87706 0.07 -0.01 0.01 0.17
H -1.38114 -1.47086 -0.83865 -0.04 -0.02 -0.04 0.20
C -4.53251 -2.18183 0.03550 -0.12 0.15 0.36 -0.22
C -5.15711 -1.62649 1.31421 -0.05 -0.13 -0.30 -0.60
H -4.85134 -2.21940 2.17102 0.03 -0.05 0.11 0.21
H -4.83874 -0.60112 1.47932 0.04 0.12 0.04 0.20
H -6.24209 -1.64909 1.24065 -0.17 0.03 0.06 0.20
H -4.87045 -1.58370 -0.81904 0.03 -0.08 -0.03 0.18
H -4.89874 -3.20194 -0.12612 0.03 0.04 -0.08 0.19
H -1.41237 -3.40114 0.00735 -0.06 -0.01 -0.06 0.19
H -2.84722 -4.10837 -0.75621 0.07 0.05 0.01 0.16
```
Positions in Å, forces in eV/Å.

3.
This record from the Open Molecules 2025 dataset describes a cluster of 2 separate species, C23H26ClNO2 in total at a distorted geometry. The level of theory is ωB97M-V/def2-TZVPD.

For the relative energy (zero: lowest compared OMol25 entry of this formula, charge and spin), the calculation gives 1.879 eV. The gap between HOMO and LUMO is 3.7535 eV. As for the molecular weight: 383.919 g/mol. As for the HOMO energy: -5.49 eV. The net charge is 0.

Structure (XYZ):
```
53
Properties=species:S:1:pos:R:3:forces:R:3:nbo_charge:R:1
C 3.41110 -0.64478 3.19737 0.11 0.14 0.20 -0.62
C 2.50645 -1.76317 2.75252 0.25 0.21 0.02 -0.07
O 1.32377 -1.19180 2.18211 0.49 -0.16 0.25 -0.54
C 0.43074 -2.18333 1.86691 -0.53 -0.76 -0.34 0.72
C -0.77173 -1.65045 1.28026 1.21 0.32 0.49 -0.50
C -1.88235 -2.45164 0.98679 -1.23 -1.29 -0.48 0.08
C -1.85985 -3.86585 1.24801 -0.32 0.18 -0.33 -0.30
C -2.91240 -4.68779 0.87200 -0.09 1.92 -0.30 -0.03
Cl -2.82841 -6.36137 1.21861 -0.04 -0.73 0.09 0.00
C -4.03493 -4.15772 0.21570 0.13 0.04 0.03 -0.30
C -4.09199 -2.77699 -0.02767 0.01 -0.44 0.19 -0.20
C -3.06834 -1.93663 0.37631 0.62 -0.08 0.15 -0.28
O 0.74282 -3.36169 2.10722 -0.41 1.22 -0.30 -0.69
H 4.37045 -1.07512 3.49378 0.01 0.11 0.02 0.21
H 3.59031 0.09096 2.40868 -0.03 -0.09 0.00 0.19
H 2.98647 -0.13623 4.06699 0.05 0.07 -0.10 0.20
H 3.00167 -2.39371 2.00040 -0.17 0.05 0.27 0.18
H 2.23077 -2.38487 3.61543 0.14 0.04 -0.36 0.19
H -0.80141 -0.57511 1.18450 -0.16 -0.13 0.30 0.18
H -0.97908 -4.28548 1.71414 -0.21 0.01 -0.06 0.27
H -4.83443 -4.82352 -0.08545 0.00 0.11 -0.02 0.21
H -4.95700 -2.36230 -0.54688 0.14 -0.11 0.17 0.20
H -3.12978 -0.85931 0.19914 -0.12 -0.35 0.05 0.17
C 2.49000 5.11164 -0.48861 -0.39 0.10 -0.22 -0.41
C 2.35888 5.25720 1.03485 0.30 -0.15 0.26 -0.41
C 1.38695 4.16623 1.50281 -0.10 0.32 0.54 -0.22
N 1.19575 3.29829 0.34475 -0.39 -0.71 0.16 -0.33
C 0.42509 2.22113 0.38337 -0.25 0.00 -0.45 0.20
C 0.29598 1.33980 -0.70488 0.08 -0.07 -0.12 -0.37
C -0.82337 0.54850 -0.90105 0.36 0.30 0.33 0.00
C -1.03597 -0.21202 -2.10775 -0.07 -0.68 -0.82 -0.15
C -2.34240 -0.45351 -2.60386 0.46 0.22 0.52 -0.14
C -2.53620 -1.12695 -3.80175 0.30 -0.15 -0.25 -0.22
C -1.43213 -1.58681 -4.53503 -0.12 0.13 0.43 -0.18
C -0.13258 -1.37118 -4.05339 -0.07 0.02 0.17 -0.24
C 0.06693 -0.70828 -2.84726 -0.41 0.25 -0.04 -0.10
C 1.92186 3.72922 -0.84562 0.70 -0.02 -0.24 -0.23
H 1.90329 5.88130 -0.99809 0.14 -0.05 0.06 0.22
H 3.52471 5.19497 -0.82377 -0.14 0.09 0.04 0.23
H 3.33153 5.10092 1.51082 -0.15 0.10 -0.05 0.22
H 1.99451 6.24290 1.32849 0.14 -0.09 -0.07 0.23
H 1.79036 3.59703 2.35435 -0.11 0.10 -0.34 0.22
H 0.42672 4.59616 1.83163 0.20 -0.21 -0.24 0.21
H -0.17614 2.06259 1.28840 0.26 0.17 -0.32 0.23
H 1.08909 1.33513 -1.46400 -0.48 0.15 0.30 0.22
H -1.65977 0.64125 -0.20749 0.19 0.00 -0.21 0.22
H -3.19317 -0.07681 -2.03198 0.22 -0.17 -0.22 0.22
H -3.55117 -1.30153 -4.16407 0.34 0.03 0.10 0.22
H -1.58512 -2.14402 -5.45840 0.04 0.20 0.19 0.22
H 0.72991 -1.73654 -4.61458 -0.30 0.06 0.18 0.22
H 1.07203 -0.56405 -2.44477 -0.28 -0.17 -0.22 0.20
H 1.27507 3.76165 -1.73501 -0.02 -0.11 0.41 0.22
H 2.74648 3.03372 -1.07496 -0.31 0.04 0.15 0.21
```
Positions in Å, forces in eV/Å.

4.
This record from the Open Molecules 2025 dataset describes a structure of composition C23H26LuN7OS. The level of theory is ωB97M-V/def2-TZVPD.

The gap between HOMO and LUMO (spin up / spin down) is 5.1415 / 5.6092 eV. Its spin multiplicity is 2. The expectation value of S² is 0.767. As for the molecular weight: 623.543 g/mol. As for the HOMO energy (spin up / spin down): -2.57 / -3.04 eV. The net charge is -1.

Structure (XYZ):
```
59
Properties=species:S:1:pos:R:3:forces:R:3:mulliken_spin:R:1
Lu -0.95693 -0.09263 0.46485 -0.65 0.01 0.14 -0.02
O -1.32736 -0.44621 2.59151 -0.08 -0.06 0.35 0.00
N -1.30167 -1.69194 3.04546 0.02 0.32 -0.14 0.00
C -0.71753 -1.88828 4.24760 -0.11 -0.05 -0.09 0.00
C -0.67038 -3.13034 4.81275 -0.01 0.04 -0.03 0.00
C -1.23686 -4.19701 4.10506 0.05 -0.09 0.15 0.00
C -1.80268 -3.97913 2.87954 -0.07 0.17 -0.19 0.00
C -1.83758 -2.69335 2.29183 0.00 -0.32 0.13 0.00
S -2.48777 -2.37786 0.74114 0.15 -0.07 0.08 0.00
H -0.31272 -0.98357 4.67263 0.02 -0.02 0.04 0.00
H -0.19364 -3.25713 5.77293 -0.01 -0.04 0.00 0.00
H -1.21682 -5.19710 4.51922 0.00 0.01 0.00 0.00
H -2.23140 -4.78347 2.29991 0.01 -0.02 0.02 0.00
N -1.48767 0.69784 -3.94129 0.01 -0.04 -0.09 0.01
C -0.98822 -0.11480 -3.02207 0.05 0.10 0.22 -0.01
N -1.46940 0.23207 -1.84107 0.11 0.02 -0.08 0.03
C -2.25641 1.33329 -2.10734 -0.28 0.19 0.29 -0.02
N -2.30355 1.63670 -3.39202 0.14 -0.02 -0.06 0.08
C -2.88353 2.05749 -1.01318 0.18 -0.21 -0.40 0.19
C -3.67018 3.17205 -1.22612 -0.14 0.11 0.06 -0.03
N -4.24912 3.88302 -0.26024 0.10 -0.13 0.05 0.27
C -3.98153 3.39069 1.00194 -0.07 0.09 0.01 0.10
C -3.19960 2.30790 1.24719 0.11 -0.15 -0.12 0.04
N -2.59371 1.58006 0.25691 0.00 0.11 0.13 0.32
H -1.24459 0.73967 -4.91445 -0.04 0.02 0.00 0.00
H -0.25621 -0.88470 -3.20509 -0.01 0.00 -0.03 0.00
H -3.83068 3.49559 -2.25043 -0.02 0.01 0.01 -0.01
H -4.42883 3.91597 1.83768 -0.02 0.04 -0.04 0.01
H -3.02232 1.97550 2.26405 0.00 -0.01 0.00 0.02
C 0.90659 -3.03864 -0.83616 0.04 0.11 -0.02 0.00
C 2.21411 -2.33857 -1.21948 -0.03 -0.04 -0.09 0.00
C 3.23105 -2.50829 -0.09001 0.04 0.00 0.07 0.00
C 2.06105 -0.88065 -1.61944 0.07 0.01 -0.01 0.00
C 2.38549 -0.53275 -2.92081 -0.02 0.02 0.00 0.00
C 2.36170 0.78451 -3.37929 0.00 -0.04 0.05 0.00
C 2.11532 1.77759 -2.43220 0.00 0.04 0.04 0.00
C 1.81650 1.49637 -1.10942 0.00 0.04 -0.03 0.01
C 1.75837 2.65697 -0.12622 0.02 0.08 -0.08 -0.01
C 2.76687 2.47475 1.00990 0.04 0.02 0.05 0.00
C 0.37920 2.99124 0.44562 -0.04 -0.14 0.03 0.01
C 1.62451 0.12814 -0.66914 -0.02 -0.08 0.14 0.01
N 1.05434 -0.17224 0.50602 0.44 -0.02 -0.53 0.00
H 1.03405 -4.12320 -0.76180 0.06 0.01 0.02 0.00
H 0.10775 -2.84962 -1.56034 0.01 0.02 0.00 0.00
H 0.59481 -2.64509 0.12836 -0.13 -0.14 0.04 0.00
H 2.61215 -2.84457 -2.10833 0.02 -0.03 0.03 0.00
H 2.88847 -1.96273 0.79135 -0.01 0.01 -0.02 0.00
H 4.20871 -2.11825 -0.38121 -0.01 0.01 -0.01 0.00
H 3.34809 -3.56443 0.17487 -0.01 0.00 0.00 0.00
H 2.67585 -1.32975 -3.60385 0.00 0.01 -0.02 0.00
H 2.61403 1.03196 -4.40303 0.00 0.00 0.00 0.00
H 2.18468 2.82322 -2.72524 0.01 -0.01 -0.03 0.00
H 2.07195 3.53659 -0.70242 0.01 0.01 0.03 0.00
H 2.52525 1.57937 1.58430 -0.03 -0.01 -0.02 0.00
H 2.74924 3.34139 1.67879 0.00 -0.02 0.01 0.00
H 3.78003 2.36918 0.61577 -0.01 -0.01 -0.01 0.00
H 0.05289 2.18619 1.10980 0.03 0.10 0.05 -0.01
H -0.36978 3.13488 -0.33555 0.01 -0.02 -0.01 0.00
H 0.40558 3.89610 1.06024 0.06 0.05 -0.07 0.00
```
Positions in Å, forces in eV/Å.